Entry 1:
The following is a quantum chemistry calculation of an isolated ion of composition C5H7O3S and charge -1 in a non-equilibrium geometry, from the Open Molecules 2025 dataset.

Cartesian coordinates (Å):
C (-1.5416, 1.2689, -0.3861)
C (-0.0660, 1.0769, -0.1947)
O (0.6268, 2.1291, -0.4612)
C (0.4273, -0.1681, 0.1771)
C (-0.4143, -1.1786, 0.9009)
S (-1.2240, -2.2113, -0.5968)
C (1.9148, -0.4252, 0.1204)
O (2.3124, -1.5411, 0.3509)
O (2.6313, 0.6573, -0.2250)
H (-2.0316, 1.5300, 0.6529)
H (-2.0451, 0.4186, -0.7909)
H (-1.5717, 2.1647, -0.8767)
H (0.2342, -1.9341, 1.2663)
H (-1.1859, -0.8088, 1.4723)
H (0.0456, -2.5569, -1.1437)
H (1.8878, 1.5785, -0.2658)

Atoms 1-6, force components in eV/Å:
C -0.273 -0.549 4.137
C -0.146 -0.985 0.315
O 1.171 -0.262 0.013
C 0.856 1.179 1.276
C 1.793 -0.549 -4.991
S 1.251 -0.527 0.194

## Properties
**Lowest unoccupied orbital energy**: 3.392 eV
**Net charge**: -1
**HOMO**: -3.539 eV
**DFT total energy**: -818.67850 Eh
**Largest force on an atom**: 0.1037 hartree/bohr
**Kohn-Sham gap**: 6.93 eV
**ΔE to the lowest compared entry with this formula, charge and spin**: 0.135 eV
**SMILES**: C/C([O-])=C(\CS)C(=O)O

***

Entry 2:
The following is a quantum chemistry calculation of C5H7O3Sn as an isolated structure in a non-equilibrium geometry, from the Open Molecules 2025 dataset.

Cartesian coordinates (Å):
O (0.7747, -1.6894, 1.2998)
C (0.1193, -1.6669, 0.2675)
O (-1.0419, -2.1585, 0.0264)
Sn (0.5461, -3.5160, -1.1123)
O (0.7934, -1.4803, -0.8961)
C (1.3746, 0.1768, -1.0998)
H (2.1328, -0.2218, -1.7878)
H (0.6097, 0.5868, -1.7716)
H (2.1437, 0.7743, -0.5931)
C (-2.1960, 0.7516, 0.9954)
C (-1.2336, 1.5973, 0.8696)
C (0.0105, 1.9582, 0.4500)
H (-2.9729, 0.7263, 1.7565)
H (-1.9468, -0.5363, 0.6508)
H (0.0719, 2.8007, -0.2467)
H (0.8145, 1.8974, 1.1914)

Atoms 1-6, force components in eV/Å:
O -0.773 1.164 -0.256
C -0.377 -0.919 3.874
O 0.451 -0.368 -0.339
Sn -0.640 -2.741 -1.192
O 2.162 6.336 -1.111
C 1.561 -3.300 -3.945

## Properties
**Lowest unoccupied orbital energy (alpha / beta)**: -0.967 / -0.930 eV
**2S+1**: 2
**HOMO (alpha / beta)**: -6.589 / -9.201 eV
**DFT total energy**: -634.45270 Eh
**Largest force on an atom**: 0.1320 hartree/bohr
**Kohn-Sham gap (alpha / beta)**: 5.62 / 8.27 eV

***

Entry 3:
The following is a quantum chemistry calculation of C5H7O3Tm as an isolated structure in a non-equilibrium geometry, from the Open Molecules 2025 dataset.

Cartesian coordinates (Å):
O (-1.7970, 0.1938, 0.1072)
C (-1.4956, -0.8276, -0.4575)
O (-0.4680, -1.5764, -0.3711)
Tm (-0.7839, -3.1054, -1.8233)
O (-2.2842, -1.3329, -1.5137)
C (-3.4931, -0.6567, -1.8973)
H (-4.1775, -0.6273, -1.0417)
H (-3.2616, 0.3640, -2.2222)
H (-3.9332, -1.2419, -2.7089)
C (2.8889, 0.4111, 0.7354)
C (3.1738, 1.3620, 1.5930)
C (3.3811, 2.1642, 2.6071)
H (2.6695, 0.6410, -0.3104)
H (2.7279, -0.6165, 1.0706)
H (4.2977, 2.0935, 3.1983)
H (2.5553, 2.7551, 3.0344)

Atoms 1-6, force components in eV/Å:
O 0.204 -1.291 -0.506
C -0.752 2.623 0.419
O 1.226 -0.713 0.578
Tm -0.412 -0.184 -0.307
O 0.110 -0.941 -0.454
C -0.647 0.478 0.159

## Properties
**Lowest unoccupied orbital energy (alpha / beta)**: -8.002 / -11.198 eV
**2S+1**: 3
**Net charge**: +2
**HOMO (alpha / beta)**: -16.130 / -15.317 eV
**DFT total energy**: -1504.89663 Eh
**Largest force on an atom**: 0.0537 hartree/bohr
**Kohn-Sham gap (alpha / beta)**: 8.13 / 4.12 eV
**ΔE to the lowest compared entry with this formula, charge and spin**: 0.000 eV

***

Entry 4:
The following is a quantum chemistry calculation of C5H7O4Rb as an isolated structure in a non-equilibrium geometry, from the Open Molecules 2025 dataset.

Cartesian coordinates (Å):
H (-0.0854, -2.4756, -0.6736)
Rb (-3.5274, -1.4022, 1.1346)
O (-0.8611, -0.7210, -0.6628)
O (1.3576, -1.4467, 0.0157)
C (1.8460, -0.1712, 0.3629)
C (0.7380, 0.4989, 1.1579)
O (-0.3788, -1.2620, 1.3163)
C (-0.0307, -1.5707, 0.0271)
H (2.7667, -0.2984, 0.9423)
H (2.0555, 0.3798, -0.5656)
H (-0.1027, 1.1225, 1.4706)
H (1.3022, 0.9354, 1.9982)
H (0.1413, 1.9439, -1.0635)
O (-2.8785, 1.2168, -0.9041)
C (-0.4429, 1.0107, -1.1488)
C (-1.8232, 1.5258, -1.2624)
H (-0.0766, 0.7140, -2.1447)

Atoms 1-6, force components in eV/Å:
H -0.729 -0.220 2.165
Rb 0.477 0.132 -0.138
O 0.419 2.365 -2.879
O 1.244 0.035 -1.800
C -1.452 -0.013 -1.402
C 0.398 -1.112 3.701

## Properties
**Lowest unoccupied orbital energy (alpha / beta)**: -4.147 / -4.418 eV
**2S+1**: 2
**Net charge**: +1
**HOMO (alpha / beta)**: -11.763 / -12.584 eV
**DFT total energy**: -519.22649 Eh
**Largest force on an atom**: 0.0756 hartree/bohr
**Kohn-Sham gap (alpha / beta)**: 7.62 / 8.17 eV
**ΔE to the lowest compared entry with this formula, charge and spin**: 7.609 eV

***

Entry 5:
The following is a quantum chemistry calculation of C5H7O4Sc as an isolated structure in a non-equilibrium geometry, from the Open Molecules 2025 dataset.

Cartesian coordinates (Å):
O (0.2858, -1.5354, 0.6498)
Sc (0.9904, -1.4225, -1.2985)
C (0.6621, -1.3311, 1.8567)
C (0.7442, 0.1101, 2.2298)
H (0.2336, -2.0041, 2.6168)
H (1.9302, -0.2377, 2.0873)
H (-0.2746, 0.4857, 2.0422)
H (0.8085, 0.2349, 3.3203)
C (0.6715, 1.7039, -0.0884)
C (0.3469, 0.6164, -0.8663)
O (-0.9607, 0.7879, -1.5021)
C (-1.2650, -0.1178, -2.3815)
O (-0.6309, -1.1659, -2.5661)
O (-2.4071, 0.1372, -2.9657)
H (1.7410, 1.8739, 0.0564)
H (-0.0175, 2.5479, 0.0178)
H (-2.8583, -0.6834, -3.2085)

Atoms 1-6, force components in eV/Å:
O 2.487 -1.672 0.192
Sc -1.631 1.333 0.676
C -5.992 1.980 -0.062
C 2.227 -4.272 2.801
H 1.654 -1.126 -0.020
H -1.061 3.073 -0.867

## Properties
**Lowest unoccupied orbital energy**: -9.861 eV
**Net charge**: +2
**HOMO**: -16.964 eV
**DFT total energy**: -1255.62552 Eh
**Largest force on an atom**: 0.1227 hartree/bohr
**Kohn-Sham gap**: 7.10 eV

***

Entry 6:
The following is a quantum chemistry calculation of the molecule C5H7P in a non-equilibrium geometry, from the Open Molecules 2025 dataset.

Cartesian coordinates (Å):
C (0.0064, -1.1372, 0.3249)
C (-0.5395, -1.5308, 1.4672)
C (-0.7419, 1.1219, 0.6527)
C (-0.1166, 0.2376, -0.1619)
C (0.2540, 0.2905, -1.6538)
P (-1.7013, -0.6002, 2.4166)
H (0.5284, -1.7895, -0.2456)
H (-0.2909, -2.5631, 1.7699)
H (-0.6443, 2.2022, 0.5302)
H (-1.0070, -0.2711, 3.5863)
H (-0.7335, 0.3545, -2.1736)
H (0.7862, -0.6899, -2.0071)
H (0.7980, 1.1859, -1.9820)

Atoms 1-6, force components in eV/Å:
C -1.684 1.908 1.678
C 0.727 -1.749 0.704
C 0.990 -2.068 0.243
C -1.007 -0.065 0.444
C -0.246 -0.326 -0.573
P 0.264 2.613 -2.359

## Properties
**Lowest unoccupied orbital energy (alpha / beta)**: -0.441 / -0.441 eV
**HOMO (alpha / beta)**: -8.186 / -8.183 eV
**DFT total energy**: -535.90631 Eh
**Largest force on an atom**: 0.0686 hartree/bohr
**Kohn-Sham gap (alpha / beta)**: 7.74 / 7.74 eV
**ΔE to the lowest compared entry with this formula, charge and spin**: 2.944 eV

***

Question: The lowest largest force on an atom belongs to which entry?
Answer: C5H7O3Tm

***

Question: Number 3 is which compound?
Answer: C5H7O3Tm

***

Question: Which formula does entry 5 have?
Answer: C5H7O4Sc